(1)
Density functional theory data (ωB97M-V with the def2-TZVPD basis set) for a 6-piece molecular cluster, C28H54ClN2O6P3 overall in a non-equilibrium geometry.

Geometry as XYZ:
```
94
Properties=species:S:1:pos:R:3:forces:R:3:lowdin_charge:R:1
C 0.1148 -2.0569 1.7842 0.5 0.3 -0.3 -0.299
P -1.6284 -1.8240 2.4842 -0.4 -1.2 1.0 0.901
C -1.6527 -0.8209 4.0980 0.7 0.6 1.2 -0.283
C -2.8648 -1.1857 1.1960 -0.1 2.3 -1.1 -0.470
C -3.2180 0.3816 1.3274 -1.4 3.5 0.2 -0.218
N -3.5454 1.5493 1.4418 1.9 -6.6 -0.6 0.123
C -4.2128 -2.1294 1.1035 1.8 0.5 -1.1 -0.763
C -4.7382 -1.9274 -0.4214 -1.3 -0.6 -3.3 -0.241
N -5.0892 -1.8981 -1.5869 2.0 -0.1 6.7 0.153
P -3.8550 -3.9887 1.3005 -1.3 -1.5 -0.8 0.810
C -3.7247 -4.5213 3.1117 2.0 0.4 1.4 -0.373
C -2.3164 -4.4559 0.2895 1.1 1.0 -0.7 -0.316
P -5.6358 -1.4785 2.2135 -1.4 1.7 0.4 0.660
O -5.0101 -0.7797 3.6588 -0.8 -2.0 -0.7 -0.394
Cl -6.8469 -3.1178 2.9032 1.2 0.5 -0.2 0.145
H 0.8411 -1.2006 2.0112 -1.0 -1.2 -0.5 0.040
H 0.0093 -2.2152 0.6479 0.3 0.3 1.7 0.047
H 0.5240 -3.0404 2.2410 -0.7 1.7 -0.8 0.056
H -2.5846 -0.1755 4.2600 1.3 -1.0 -0.6 0.034
H -0.7242 -0.1493 4.2801 -1.5 -1.0 -0.6 0.038
H -1.6475 -1.5997 4.9629 -0.1 1.2 -1.6 0.049
H -2.3576 -1.3125 0.1557 -0.8 0.4 1.8 0.103
H -4.0479 -3.6914 3.8588 0.4 -1.5 -1.4 0.028
H -4.2254 -5.5276 3.3553 0.3 1.8 -0.8 0.046
H -2.5903 -4.6788 3.3278 -1.9 0.3 -0.3 0.031
H -2.4730 -5.4227 -0.3307 0.1 1.6 1.4 0.053
H -2.1876 -3.6129 -0.5051 -0.3 -1.4 1.3 0.044
H -1.3333 -4.4649 0.8880 -1.5 -0.2 -0.9 0.030
H -5.6480 -0.9872 4.3947 0.8 0.2 -1.0 0.059
C 3.2878 2.8552 4.5035 0.0 0.4 0.3 -0.179
C 3.6152 1.3857 4.6231 0.4 -0.3 -0.2 -0.179
C 2.2372 0.7565 4.6540 -0.4 -0.1 0.1 -0.216
O 1.3739 1.6029 3.8785 0.4 0.0 0.1 -0.159
C 2.0629 2.8343 3.6129 -0.2 0.0 -0.4 -0.203
H 4.1024 3.4547 4.0931 -0.1 0.0 0.0 0.116
H 3.0273 3.2588 5.4878 0.0 0.0 -0.1 0.117
H 4.1578 1.0528 3.7318 0.0 0.0 0.1 0.116
H 4.2161 1.1392 5.5004 -0.1 0.0 -0.1 0.115
H 1.8403 0.7191 5.6742 0.1 -0.1 0.0 0.118
H 2.2291 -0.2549 4.2395 -0.1 0.1 0.0 0.110
H 2.3430 2.8389 2.5539 0.0 0.1 0.0 0.118
H 1.3937 3.6771 3.8002 -0.1 -0.1 0.0 0.118
C -4.0483 1.5814 -2.6820 -0.4 0.2 -0.1 -0.170
C -3.3230 0.3257 -3.1072 0.1 -0.4 0.0 -0.199
C -2.2414 0.8771 -4.0147 0.1 0.2 -0.3 -0.200
O -1.9202 2.1874 -3.5285 -0.2 -0.2 0.0 -0.151
C -2.9128 2.5781 -2.5686 0.2 0.1 0.2 -0.212
H -4.6118 1.4705 -1.7537 0.1 0.0 -0.1 0.108
H -4.7429 1.8936 -3.4694 0.0 0.0 0.1 0.119
H -2.8689 -0.1538 -2.2333 0.0 0.0 -0.1 0.091
H -3.9634 -0.4054 -3.6030 0.1 0.0 0.1 0.102
H -2.6005 0.9803 -5.0443 0.0 -0.1 0.0 0.118
H -1.3415 0.2565 -4.0202 0.0 0.1 0.0 0.105
H -2.4509 2.5415 -1.5759 -0.1 0.1 0.1 0.107
H -3.2328 3.6040 -2.7665 0.1 0.0 0.0 0.119
C 4.9926 -3.8298 -0.4133 0.0 -0.4 -0.3 -0.175
C 4.7387 -2.3400 -0.4281 0.3 0.4 0.0 -0.173
C 3.3315 -2.2538 0.1237 -0.4 0.0 -0.1 -0.210
O 3.1687 -3.3603 1.0237 0.2 0.0 -0.1 -0.158
C 4.2721 -4.2602 0.8487 0.0 -0.1 0.4 -0.205
H 6.0515 -4.0953 -0.4110 -0.1 0.0 0.0 0.114
H 4.5246 -4.2946 -1.2878 0.1 0.0 0.1 0.117
H 5.4376 -1.8381 0.2501 -0.1 0.0 0.0 0.118
H 4.8368 -1.8870 -1.4159 -0.1 0.0 0.1 0.100
H 2.5860 -2.3570 -0.6718 0.1 0.1 -0.1 0.110
H 3.1463 -1.3171 0.6555 -0.1 -0.1 0.0 0.113
H 4.9209 -4.1692 1.7268 0.1 -0.1 0.0 0.116
H 3.9040 -5.2874 0.7926 -0.1 0.1 0.1 0.116
C 1.8563 -0.4771 -5.1248 -0.4 0.4 0.0 -0.181
C 3.3027 -0.5630 -5.5551 0.3 -0.3 -0.4 -0.177
C 4.0321 -0.4764 -4.2294 0.2 0.2 0.3 -0.204
O 3.1709 -1.0613 -3.2424 -0.1 0.1 -0.3 -0.159
C 1.8699 -1.2450 -3.8184 0.0 -0.3 0.2 -0.206
H 1.1557 -0.8890 -5.8535 0.0 0.0 0.1 0.116
H 1.5850 0.5680 -4.9412 0.0 -0.1 0.0 0.118
H 3.4932 -1.5345 -6.0235 0.0 0.1 0.0 0.117
H 3.6000 0.2184 -6.2569 0.0 -0.1 0.1 0.116
H 4.2123 0.5649 -3.9419 0.1 0.0 -0.1 0.119
H 4.9887 -1.0049 -4.2419 -0.1 0.0 0.1 0.117
H 1.7272 -2.3180 -3.9874 -0.1 0.0 0.0 0.119
H 1.1055 -0.8975 -3.1192 0.1 0.0 0.1 0.111
C -1.2640 5.2751 -0.6994 -0.5 0.0 0.1 -0.186
C -0.3009 4.8248 -1.7740 0.2 -0.4 -0.2 -0.180
C 0.3969 6.1203 -2.1358 0.0 0.3 -0.1 -0.204
O 0.4149 6.9273 -0.9501 -0.2 -0.2 0.0 -0.142
C -0.4569 6.3352 0.0227 0.2 0.1 0.2 -0.205
H -1.5958 4.4701 -0.0408 0.0 0.1 0.0 0.110
H -2.1488 5.7279 -1.1600 0.0 0.0 0.1 0.117
H 0.4207 4.1169 -1.3521 0.0 0.0 -0.1 0.121
H -0.7860 4.3491 -2.6281 0.1 0.0 0.1 0.097
H -0.1565 6.6685 -2.9058 0.0 -0.1 -0.1 0.117
H 1.4193 5.9620 -2.4880 0.0 0.1 0.1 0.116
H 0.1677 5.8928 0.8067 -0.1 0.0 0.1 0.113
H -1.0850 7.1078 0.4724 0.1 0.0 -0.1 0.117
```
Positions in Å, forces in eV/Å.

Properties
Electronic energy, eV: -85559.7467
SMILES: CP(C)[C@H](C#N)[C@@](C#N)(P(C)C)P(O)Cl.C1CCOC1.C1CCOC1.C1CCOC1.C1CCOC1.C1CCOC1
HOMO-LUMO gap, eV: 8.03
Net charge: 0
LUMO energy, eV: 0.108
Largest force on an atom, Eh/bohr: 0.1360

=====

(2)
Density functional theory data (ωB97M-V with the def2-TZVPD basis set) for C54H48BaN6O5P2SSe as an isolated structure in a non-equilibrium geometry.

Geometry as XYZ:
```
118
Properties=species:S:1:pos:R:3:forces:R:3:lowdin_charge:R:1
Ba -0.2731 0.8248 -0.6843 2.3 -2.2 -1.2 1.820
C 0.6184 -1.4432 -4.0747 -0.3 -0.1 0.0 -0.043
O 0.9972 -0.0717 -4.1196 0.1 0.5 0.1 -0.137
C 0.1770 0.7752 -4.8206 0.4 -0.2 -0.2 -0.270
C 0.6344 1.3134 -6.0232 -0.1 0.0 0.2 -0.017
C -0.1391 2.2331 -6.7125 -0.2 0.1 0.1 -0.083
C -1.3847 2.6125 -6.2092 0.2 -0.2 0.0 -0.081
C -1.8401 2.0614 -5.0249 -0.2 0.2 -0.1 -0.020
C -1.0638 1.1493 -4.3294 -0.6 -0.4 0.9 -0.171
N -1.4985 0.5727 -3.0603 0.3 0.2 -0.7 -0.085
N -2.7332 0.4302 -2.9868 -1.0 -1.1 1.1 0.095
C -3.3386 -0.2140 -1.8486 0.2 0.5 -0.7 -0.132
C -2.7064 -0.9709 -0.8372 1.1 -0.4 -0.4 -0.402
O -1.4126 -1.1305 -0.7697 -1.4 -1.4 0.0 -0.474
C -3.5074 -1.6415 0.1498 0.0 0.1 0.0 -0.014
C -4.8513 -1.5476 0.1501 -0.1 0.0 -0.1 -0.017
C -5.5345 -0.8177 -0.8668 -0.1 -0.2 0.2 -0.178
C -6.9454 -0.7635 -0.8908 0.1 0.0 0.1 -0.045
C -7.6104 -0.0998 -1.8805 0.2 0.1 -0.2 -0.094
C -6.8593 0.5435 -2.8865 -0.2 0.0 0.1 -0.087
C -5.4941 0.5146 -2.8748 0.1 -0.1 0.1 -0.030
C -4.7825 -0.1767 -1.8594 0.0 0.5 -0.6 -0.111
H 0.8440 -1.9221 -5.0322 0.0 0.0 0.0 0.103
H -0.4409 -1.5505 -3.8377 0.0 0.0 0.0 0.093
H 1.2172 -1.8987 -3.2932 -0.3 0.1 -0.1 0.049
H 1.6019 0.9967 -6.3857 0.1 0.0 0.0 0.121
H 0.2200 2.6615 -7.6379 0.0 0.0 0.0 0.100
H -1.9963 3.3328 -6.7310 0.0 0.1 -0.1 0.100
H -2.8022 2.3398 -4.6133 0.0 0.0 0.0 0.109
H -2.9767 -2.2222 0.8933 0.1 0.0 0.0 0.101
H -5.4384 -2.0422 0.9155 0.0 0.0 0.0 0.115
H -7.4898 -1.2729 -0.1059 0.0 0.0 0.0 0.107
H -8.6892 -0.0692 -1.8979 -0.1 0.0 0.0 0.095
H -7.3666 1.0692 -3.6850 -0.1 0.0 0.0 0.097
H -4.9371 1.0127 -3.6535 0.0 0.0 0.0 0.091
C 0.5707 -3.0403 3.3371 0.1 0.0 0.0 -0.172
N 1.0861 -2.5604 2.0340 -0.5 0.2 0.3 -0.515
P 1.6213 -0.9384 1.9941 -0.3 -0.2 0.0 0.997
C 2.8195 -1.0577 3.3777 0.3 0.0 -0.1 -0.352
C 4.0554 -1.6010 3.0191 0.0 0.1 0.1 -0.106
C 5.0209 -1.8729 3.9732 0.0 0.0 0.0 -0.084
C 4.7682 -1.5997 5.3101 0.0 0.0 0.0 -0.089
C 3.5514 -1.0497 5.6793 0.0 0.0 0.0 -0.078
C 2.5833 -0.7811 4.7200 0.0 0.0 0.1 -0.099
C 0.3084 0.0856 2.7954 0.2 0.0 -0.2 -0.399
C 0.6925 1.2766 3.4167 -0.1 0.0 0.0 -0.136
C -0.2525 2.1303 3.9566 0.0 0.0 0.0 -0.071
C -1.6036 1.8203 3.8621 0.0 0.1 0.0 -0.077
C -2.0038 0.6771 3.1919 0.0 -0.1 -0.2 -0.061
C -1.0511 -0.1816 2.6510 0.1 0.0 0.0 -0.110
P 0.4087 -3.5680 0.7659 -0.1 0.2 0.2 1.046
C 1.0769 -5.1767 1.3489 0.3 0.1 0.0 -0.398
C 0.2268 -6.2669 1.3789 -0.1 -0.2 0.1 -0.112
C 0.7015 -7.5256 1.7442 0.0 0.1 0.0 -0.086
C 2.0302 -7.6845 2.0883 0.1 0.0 0.0 -0.089
C 2.8904 -6.5876 2.0770 0.0 -0.1 0.0 -0.078
C 2.4161 -5.3461 1.7068 -0.1 0.1 0.0 -0.088
C 1.5008 -3.4175 -0.6982 0.0 0.0 -0.1 -0.354
C 2.4437 -2.4458 -1.0029 0.1 0.0 -0.2 -0.135
C 3.1382 -2.4855 -2.2126 0.2 -0.1 0.2 -0.118
C 2.9037 -3.4914 -3.1297 0.1 -0.3 0.2 -0.109
C 1.9547 -4.4676 -2.8381 0.1 0.1 0.0 -0.080
C 1.2623 -4.4237 -1.6442 0.0 0.1 0.0 -0.103
H 0.3004 -2.1985 3.9782 0.0 -0.1 -0.1 0.065
H 1.3145 -3.6511 3.8528 0.0 0.0 0.0 0.085
H -0.3261 -3.6502 3.1988 0.0 0.0 0.0 0.068
H 4.2629 -1.8174 1.9788 0.0 0.0 -0.1 0.097
H 5.9685 -2.3002 3.6747 0.0 0.0 0.0 0.102
H 5.5170 -1.8147 6.0598 0.0 0.0 0.0 0.101
H 3.3445 -0.8387 6.7197 0.0 0.0 0.0 0.103
H 1.6387 -0.3619 5.0352 -0.1 0.0 0.0 0.098
H 1.7409 1.5362 3.4861 0.1 0.0 0.0 0.105
H 0.0623 3.0423 4.4457 0.0 0.0 0.0 0.108
H -2.3440 2.4808 4.2936 0.0 0.0 0.0 0.104
H -3.0535 0.4486 3.0657 -0.1 0.0 0.0 0.113
H -1.3696 -1.0664 2.1130 0.0 -0.1 0.0 0.085
H -0.8164 -6.1425 1.1155 0.0 0.0 0.0 0.097
H 0.0324 -8.3733 1.7609 -0.1 -0.1 0.0 0.100
H 2.4065 -8.6590 2.3685 0.0 0.0 0.0 0.100
H 3.9296 -6.7079 2.3511 0.0 0.0 0.0 0.102
H 3.0785 -4.4900 1.6895 0.1 0.1 0.0 0.102
H 2.6493 -1.6275 -0.3321 0.0 0.0 0.2 -0.015
H 3.8569 -1.7058 -2.4300 0.0 0.0 0.0 0.088
H 3.4402 -3.5174 -4.0665 0.0 0.0 -0.1 0.108
H 1.7456 -5.2556 -3.5487 0.0 0.0 0.0 0.105
H 0.5260 -5.1901 -1.4364 -0.1 0.0 0.0 0.102
C 3.6447 3.2730 1.0831 0.0 0.1 -0.2 -0.026
N 3.3637 3.6971 -0.2804 0.0 0.1 0.3 -0.119
C 3.3595 5.0042 -0.7205 0.0 -0.1 -0.2 -0.036
C 3.0335 4.9726 -2.0306 0.1 -0.1 0.2 -0.036
N 2.8461 3.6480 -2.3611 -0.2 0.0 -0.7 -0.111
C 2.4435 3.1620 -3.6802 0.0 0.0 0.3 -0.006
C 3.0347 2.8720 -1.2896 0.2 -0.9 0.4 -0.687
Se 2.9606 0.9959 -1.1646 0.4 0.7 -0.2 0.597
H 4.1532 4.0976 1.5789 0.0 -0.1 0.1 0.093
H 4.2859 2.3951 1.0583 0.0 0.0 0.0 0.070
H 2.7141 3.0243 1.5922 0.0 0.0 0.0 0.074
H 3.5918 5.8243 -0.0710 0.0 0.1 0.1 0.120
H 2.9195 5.7563 -2.7519 0.0 0.1 -0.1 0.125
H 3.0822 3.6164 -4.4340 0.0 0.0 -0.1 0.099
H 1.3982 3.4192 -3.8591 0.0 0.0 0.0 0.102
H 2.5601 2.0776 -3.6884 0.0 0.1 0.0 0.045
O -4.1201 2.0390 0.8102 -0.3 -0.2 -0.1 0.109
C -3.1509 2.7315 0.6828 1.5 0.2 -0.8 -0.474
N -2.0928 2.5164 -0.2600 -1.0 1.3 1.2 -0.271
S -0.8491 3.4957 0.0574 0.0 0.4 0.7 0.523
O -0.3761 4.2157 -1.0994 -0.2 0.1 0.0 -0.300
O 0.2603 2.7316 0.7076 -0.7 1.9 0.4 -0.592
C -1.6140 4.4654 1.2851 0.6 0.6 0.1 -0.240
C -1.0792 5.5416 1.9699 -0.3 0.0 0.1 -0.024
C -1.8873 6.1152 2.9411 0.0 0.1 0.1 -0.063
C -3.1634 5.6145 3.2010 0.0 -0.1 -0.1 -0.057
C -3.6566 4.5176 2.5082 0.0 0.0 0.0 -0.002
C -2.8525 3.9464 1.5385 -0.4 -0.3 -0.1 -0.144
H -0.0903 5.9193 1.7576 0.1 0.0 0.0 0.120
H -1.5313 6.9658 3.5070 0.0 0.0 0.0 0.106
H -3.7778 6.0944 3.9484 0.0 0.0 0.1 0.106
H -4.6340 4.1053 2.7112 -0.1 0.0 0.0 0.126
```
Positions in Å, forces in eV/Å.

Properties
Electronic energy, eV: -171409.6466
HOMO-LUMO gap, eV: 7.23
Net charge: 0
LUMO energy, eV: 0.235
Largest force on an atom, Eh/bohr: 0.0665

=====

> Which value of LUMO energy does entry 2 give?

0.235 eV